(1)
The following is a DFT calculation (the ωB97M-V functional and the def2-TZVPD basis) of C5H10O2 as an isolated structure.

Geometry as ORCA input:
```
! wB97M-V def2-TZVPD RIJCOSX def2/J DEFGRID3
* xyz 0 1
O -1.48177 0.88789 -2.23825
C -1.53869 0.90244 -0.83259
C -0.37283 0.20006 -0.20254
C -0.01169 0.26507 1.25760
C 1.49438 0.31640 0.91504
C 0.87296 -1.70229 -0.22061
O -0.11076 -1.00671 -0.78392
H -1.22946 -0.00762 -2.50093
H -2.48089 0.46316 -0.45876
H -1.51718 1.94974 -0.51383
H 0.99955 0.54671 -0.34230
H -0.34340 -0.59140 1.85784
H -0.38921 1.17859 1.72800
H 2.21138 -0.31548 1.44191
H 1.84252 1.35237 0.98062
H 0.77685 -1.99819 0.82019
H 1.27824 -2.44074 -0.90746
*
```

As for the gap between HOMO and LUMO (alpha / beta): 8.26 / 8.26 eV. For the HOMO energy (alpha / beta), the calculation gives -7.680 / -7.679 eV.

(2)
The following is a DFT calculation (the ωB97M-V functional and the def2-TZVPD basis) of C40H44BiBrN8O2PS2 as an isolated structure at a distorted geometry.

Geometry as ORCA input:
```
! wB97M-V def2-TZVPD RIJCOSX def2/J DEFGRID3
* xyz -1 1
Bi -0.49940 0.19554 0.89659
Br -7.00745 0.74305 4.43082
C -5.16406 0.45511 4.08285
C -4.19373 1.25952 4.69544
C -2.86457 1.05948 4.40914
C -2.43585 0.08041 3.47260
O -1.17175 -0.09794 3.19641
C -3.42723 -0.72480 2.92132
C -3.04882 -1.92176 2.14675
N -2.48815 -1.88936 1.01763
C -2.14441 -3.10739 0.40170
C -3.10996 -3.84423 -0.23987
C -2.79384 -5.05113 -0.88998
C -1.51375 -5.52286 -0.87239
C -0.50270 -4.79156 -0.20966
C 0.83113 -5.26350 -0.11057
C 1.75563 -4.53467 0.55923
C 1.36649 -3.28990 1.11802
N 0.15641 -2.81449 1.03892
C -0.79860 -3.55457 0.40767
C -4.77748 -0.56524 3.24274
H -4.49367 2.04040 5.38141
H -2.10187 1.66590 4.88067
H -3.26881 -2.89048 2.61743
H -4.12745 -3.47294 -0.24345
H -3.57836 -5.60354 -1.39145
H -1.25211 -6.45771 -1.35379
H 1.08706 -6.20482 -0.58421
H 2.78666 -4.84737 0.63436
H 2.09498 -2.65977 1.61282
H -5.52045 -1.23782 2.82920
C 0.85494 -0.91626 -2.28663
C 1.37006 -0.80899 -3.74287
N 0.90911 0.44243 -4.36140
C -0.55510 0.46636 -4.34751
C -1.07785 0.32287 -2.89580
N 0.05874 0.27477 -1.96741
C 0.89056 1.47145 -2.11002
C 1.40584 1.57149 -3.56471
H 1.68142 -0.98006 -1.58693
H 0.22085 -1.79526 -2.13553
H 1.01557 -1.63750 -4.36090
H 2.46193 -0.81935 -3.75752
H -0.90930 -0.35888 -4.97006
H -0.88716 1.39884 -4.81002
H -1.63156 -0.61258 -2.76677
H -1.76165 1.11663 -2.59277
H 1.70144 1.37107 -1.39629
H 0.30266 2.33310 -1.78732
H 2.49813 1.55028 -3.59517
H 1.07744 2.49516 -4.04814
S 3.98950 -1.73577 -1.21182
P 4.14711 -0.39021 0.23422
S 2.62795 0.22991 1.39380
C 4.93679 1.11010 -0.48279
C 4.47960 2.39265 -0.21199
C 5.09564 3.49383 -0.79774
C 6.18105 3.31948 -1.64079
C 6.65629 2.03757 -1.89891
C 6.03623 0.94144 -1.32430
C 5.49629 -0.91081 1.36785
C 6.20362 -2.08796 1.16789
C 7.22386 -2.44971 2.04050
C 7.54528 -1.63161 3.11164
C 6.84125 -0.44966 3.31448
C 5.82021 -0.09364 2.44990
H 3.64726 2.52101 0.46969
H 4.72609 4.48964 -0.58481
H 6.66199 4.17818 -2.09317
H 7.50617 1.89543 -2.55518
H 6.38500 -0.06099 -1.54377
H 5.94240 -2.71017 0.32055
H 7.76896 -3.37200 1.87987
H 8.34098 -1.91222 3.79098
H 7.08559 0.19038 4.15324
H 5.25352 0.81487 2.61631
C -3.63229 2.31481 1.44421
N -4.89682 2.99036 1.16206
C -5.80872 2.05695 0.49713
N -5.25545 1.51175 -0.74691
C -4.00632 0.82877 -0.39962
N -3.04365 1.72912 0.22946
C -2.74011 2.85518 -0.66020
N -3.96461 3.57483 -1.02823
C -4.58461 4.06826 0.21161
C -4.90741 2.62784 -1.63124
H -3.63467 1.50654 2.17379
H -2.91294 3.04739 1.81672
H -6.73772 2.58330 0.26422
H -6.02296 1.23414 1.18011
H -3.56197 0.40043 -1.30137
H -4.22418 0.01814 0.29767
H -2.18313 2.49261 -1.52369
H -2.05757 3.51102 -0.11902
H -5.51075 4.58695 -0.04789
H -3.90003 4.76898 0.69127
H -4.46206 2.21895 -2.54165
H -5.82022 3.16864 -1.89332
O -0.15043 2.05823 0.94467
*
```

As for the gap between HOMO and LUMO: 7.54 eV. For the HOMO energy, the calculation gives -5.281 eV.

Looking at ΔE to the lowest compared entry with this formula, charge and spin for the records above, in order, we have 155.3; 21.3 kcal/mol.
Looking at E for the records above, in order, we have -9436.3080; -165053.9979 eV.